No. 1
A cluster of 10 separate species, C30H30F10O30 in total, computed with ωB97M-V with the def2-TZVPD basis set.

Values from the calculation:
lowest unoccupied orbital energy: 0.1225 eV
total energy: -4417.2208 Eh
HOMO level: -11.21 eV
Kohn-Sham gap: 11.334 eV
structure (SMILES): O=C1OC[C@@H](F)O1.O=C1OC[C@@H](F)O1.O=C1OC[C@@H](F)O1.O=C1OC[C@@H](F)O1.O=C1OC[C@@H](F)O1.O=C1OC[C@@H](F)O1.O=C1OC[C@@H](F)O1.O=C1OC[C@@H](F)O1.O=C1OC[C@@H](F)O1.O=C1OC[C@@H](F)O1

```
! RIJCOSX wB97M-V def2-TZVPD def2/J DEFGRID3
* xyz 0 1
O -1.05040 -0.92593 -4.88463
C -0.24574 -0.05843 -4.97615
O 0.89507 -0.10503 -5.68646
C 1.77127 0.92592 -5.22562
C 0.80025 1.88552 -4.54128
F 0.37978 2.81393 -5.46323
O -0.28983 1.06829 -4.22766
H 2.61045 0.54530 -4.64898
H 2.23075 1.38263 -6.10212
H 1.13257 2.40034 -3.64525
O -2.94043 -0.92412 7.04725
C -2.22126 -0.79400 6.11804
O -0.95595 -1.22775 6.00408
C -0.39396 -0.51129 4.90685
C -1.60371 -0.42399 3.97774
F -1.77451 -1.57891 3.29266
O -2.63721 -0.26106 4.91327
H -0.08622 0.50048 5.18631
H 0.48417 -0.99245 4.48520
H -1.50386 0.43315 3.31385
O -1.91258 7.03368 -0.56493
C -1.65722 6.16503 -1.31695
O -1.63991 6.29368 -2.67081
C -1.68729 4.99004 -3.22460
C -0.93953 4.20931 -2.14973
F 0.41802 4.37504 -2.31958
O -1.34840 4.87196 -0.98972
H -2.71221 4.63899 -3.35661
H -1.17739 4.89461 -4.18093
H -1.15409 3.14272 -2.11683
O -0.15438 7.40658 2.93024
C -0.92879 6.53295 3.03693
O -1.08685 5.50281 2.16165
C -2.13413 4.67391 2.60542
C -2.26905 5.05048 4.07705
F -1.48070 4.22716 4.85653
O -1.80740 6.36114 4.07263
H -3.10728 4.80521 2.12222
H -1.89162 3.62531 2.47021
H -3.27078 5.03623 4.49643
O -1.21253 1.34812 0.67781
C -1.36315 0.35367 0.03158
O -1.23086 0.26974 -1.28298
C -1.56176 -1.06532 -1.71642
C -1.56881 -1.84710 -0.41460
F -0.35339 -2.44611 -0.21903
O -1.71319 -0.84112 0.57018
H -2.49959 -1.12096 -2.26048
H -0.69964 -1.33300 -2.32277
H -2.38199 -2.55803 -0.31199
O 2.19568 -5.60348 -1.27944
C 1.96471 -4.88104 -2.18843
O 0.80088 -4.24447 -2.39209
C 0.90339 -3.43753 -3.55905
C 2.17686 -3.93967 -4.24294
F 2.91790 -2.85498 -4.63620
O 2.85043 -4.58014 -3.20113
H -0.01075 -3.47615 -4.14427
H 1.09462 -2.40368 -3.26125
H 1.94922 -4.54222 -5.12150
O 1.35725 -0.61303 -2.06716
C 2.53366 -0.42923 -2.12713
O 3.06894 0.78711 -2.18480
C 4.47845 0.68401 -2.30744
C 4.70948 -0.69706 -1.66608
F 4.74386 -0.61132 -0.31093
O 3.48892 -1.35931 -1.98234
H 4.87360 0.71499 -3.32670
H 5.01631 1.47508 -1.78729
H 5.54334 -1.28963 -2.03072
O -3.32545 -3.89240 1.48833
C -4.36490 -4.42664 1.66214
O -5.56970 -3.87766 1.38807
C -6.56208 -4.59415 2.09363
C -5.90991 -5.94834 2.33170
F -6.26887 -6.81810 1.32173
O -4.53135 -5.66096 2.20102
H -6.80990 -4.13320 3.05622
H -7.52054 -4.67452 1.58819
H -5.98903 -6.45339 3.29196
O 5.29383 -2.24908 2.58416
C 4.22586 -2.64278 2.27433
O 3.84620 -3.90863 2.05834
C 2.49968 -3.94264 1.64562
C 1.97582 -2.54450 2.03234
F 1.45175 -2.65571 3.33778
O 3.13322 -1.81001 2.15779
H 2.39423 -4.02302 0.55509
H 1.88968 -4.76109 2.01266
H 1.18920 -2.16753 1.38898
O 4.33050 3.87160 -0.04829
C 3.51389 3.25291 0.53423
O 2.46852 3.73169 1.22699
C 1.52879 2.66150 1.33514
C 2.42988 1.44123 1.38186
F 1.82292 0.41434 0.70663
O 3.53111 1.88458 0.61749
H 0.94608 2.80235 2.23861
H 0.88240 2.58125 0.46301
H 2.76667 1.09532 2.35738
*
```

=====

No. 2
A structure of composition C30H30HfN4O7S2, computed with ωB97M-V with the def2-TZVPD basis set.

Values from the calculation:
lowest unoccupied orbital energy: -0.5796 eV
total energy: -2751.5438 Eh
HOMO level: -8.04 eV
Kohn-Sham gap: 7.460 eV

```
! RIJCOSX wB97M-V def2-TZVPD def2/J DEFGRID3
* xyz 0 1
Hf -0.17177 -0.55969 0.62899
C -1.30167 4.10530 0.50946
O -0.57654 3.85625 -0.69062
C -1.20848 3.02699 -1.57519
C -1.66193 3.52317 -2.77521
C -2.26383 2.68050 -3.71649
C -2.41059 1.34601 -3.42783
C -1.92796 0.81165 -2.22236
C -2.13667 -0.58702 -1.94557
N -1.62291 -1.21434 -0.95023
N -2.08450 -2.51370 -0.73470
C -2.01028 -2.78069 0.53307
O -1.57295 -1.89540 1.41381
C -2.40013 -4.12025 1.01672
C -2.04958 -4.50549 2.30689
C -2.38551 -5.76919 2.76842
C -3.07602 -6.64767 1.94512
C -3.42539 -6.26356 0.65617
C -3.08670 -5.00504 0.19023
C -1.30624 1.65198 -1.28518
O -0.80736 1.20323 -0.14631
H -0.63389 4.66541 1.15992
H -1.59415 3.17385 0.99820
H -2.19704 4.69716 0.30033
H -1.53203 4.58020 -2.97262
H -2.61628 3.08114 -4.65703
H -2.89153 0.67979 -4.13535
H -2.81880 -1.14469 -2.58483
H -1.49597 -3.81538 2.92887
H -2.10205 -6.07062 3.76865
H -3.33827 -7.63415 2.30637
H -3.96181 -6.95046 0.01434
H -3.34517 -4.69282 -0.81261
C 4.87653 -1.20617 -1.82601
C 3.66610 -0.46369 -2.32742
C 2.65230 -1.12494 -3.00339
C 1.50870 -0.45702 -3.43222
C 0.42714 -1.21194 -4.16323
C 1.39167 0.90350 -3.16977
C 2.39644 1.59571 -2.49247
C 2.24723 3.06232 -2.17862
C 3.52498 0.90114 -2.08451
H 4.87259 -1.24392 -0.73471
H 5.79846 -0.71245 -2.13881
H 4.89104 -2.23104 -2.19602
H 2.74434 -2.19066 -3.18884
H 0.80974 -1.64931 -5.08705
H -0.40290 -0.55309 -4.42058
H 0.04593 -2.03198 -3.54790
H 0.51241 1.44235 -3.51232
H 1.81860 3.20395 -1.18379
H 1.58496 3.55536 -2.89176
H 3.21329 3.56758 -2.19880
H 4.30811 1.42848 -1.54769
N 1.69954 4.18018 5.05647
C 1.33830 3.62655 3.87115
O 1.67777 4.09625 2.80497
C 0.50819 2.37089 3.92301
C -0.01528 1.78642 5.06687
C -0.79770 0.64780 4.95824
C -1.01311 0.10352 3.70896
N -0.50333 0.65915 2.60471
C 0.23389 1.76770 2.70749
H 2.23456 5.03077 5.02251
H 1.38246 3.84738 5.94580
H 0.17140 2.19782 6.05076
H -1.21854 0.17391 5.83322
H -1.58016 -0.80683 3.56620
H 0.64622 2.18328 1.79681
O 3.60388 -1.67804 1.55063
S 2.23800 -1.45684 1.21998
O 1.25385 -1.40306 2.34976
O 1.92937 -0.11822 0.54372
S 1.33706 -2.70529 -0.06876
*
```

=====

No. 3
A structure of composition C30H30KN5O2S, computed with ωB97M-V with the def2-TZVPD basis set.

Values from the calculation:
lowest unoccupied orbital energy: -0.0890 eV
total energy: -2583.6917 Eh
HOMO level: -6.67 eV
Kohn-Sham gap: 6.578 eV

```
! RIJCOSX wB97M-V def2-TZVPD def2/J DEFGRID3
* xyz 0 1
K 0.94179 -0.29452 0.26420
C 3.50646 2.31037 0.13705
C 2.28987 3.17124 0.30687
C 2.39071 4.49788 0.71570
C 1.23502 5.23910 0.87353
C 0.01349 4.64944 0.59830
C -0.00581 3.32523 0.17496
N 1.10637 2.60114 0.05150
C -1.29267 2.65161 -0.16605
C -2.39543 3.39081 -0.58668
C -3.57209 2.72508 -0.87220
C -3.61577 1.34931 -0.74053
C -2.46251 0.68218 -0.34012
N -1.33048 1.32547 -0.05808
C -2.46093 -0.80339 -0.18526
C -3.28118 -1.60315 -0.96899
C -3.28013 -2.96918 -0.73945
C -2.47250 -3.48281 0.25700
C -1.65519 -2.61666 0.97973
C -0.72652 -3.10952 2.04627
N -1.65083 -1.30249 0.75023
H 4.42522 2.89223 0.17766
H 3.46742 1.78365 -0.81652
H 3.55746 1.55230 0.92258
H 3.36454 4.92560 0.91045
H 1.28118 6.26711 1.20897
H -0.90383 5.20438 0.73239
H -2.33093 4.46255 -0.70561
H -4.44841 3.27329 -1.19237
H -4.52882 0.80245 -0.92727
H -3.89055 -1.17244 -1.75092
H -3.90537 -3.62512 -1.33149
H -2.46031 -4.54235 0.47656
H -0.94128 -4.14008 2.32672
H -0.80317 -2.47809 2.93124
H 0.30923 -3.04159 1.69988
O 7.42353 0.38130 -2.44468
C 7.22023 0.72446 -1.14557
O 7.88985 1.59662 -0.66060
C 6.16171 -0.01375 -0.41436
C 6.16909 0.03867 0.98317
C 5.18745 -0.57820 1.72538
C 4.11468 -1.26093 1.11293
S 2.82748 -1.94713 2.05626
C 4.13174 -1.32168 -0.29490
C 5.13219 -0.71513 -1.03618
H 6.90072 -0.39898 -2.66034
H 6.96751 0.58522 1.46881
H 5.20906 -0.53237 2.80645
H 3.33696 -1.84600 -0.81353
H 5.05560 -0.77399 -2.11852
N 0.79809 -2.72262 -1.25107
C 1.28860 -3.74643 -1.01983
N 1.85377 -4.92352 -0.82274
C 2.97207 -5.04948 0.12904
C 2.49347 -5.58626 1.46859
C 1.66465 -6.85759 1.30420
C 0.50765 -6.63303 0.33313
C 1.03156 -6.12430 -1.00214
H 3.42681 -4.06850 0.25895
H 3.69876 -5.72672 -0.32989
H 1.90647 -4.80350 1.95620
H 3.35737 -5.76361 2.11116
H 1.28711 -7.19003 2.27279
H 2.30056 -7.66504 0.92272
H -0.18568 -5.89291 0.74537
H -0.05540 -7.55611 0.17737
H 0.22738 -5.88524 -1.69709
H 1.66350 -6.88471 -1.47093
*
```

=====

No. 4
A structure of composition C30H30N5O2ReSb, computed with ωB97M-V with the def2-TZVPD basis set.

Values from the calculation:
lowest unoccupied orbital energy (spin up / spin down): -13.8493 / -13.8788 eV
total energy: -1902.5281 Eh
HOMO level (spin up / spin down): -19.83 / -19.83 eV
⟨S²⟩: 0.757
Kohn-Sham gap (spin up / spin down): 5.979 / 5.952 eV

```
! RIJCOSX wB97M-V def2-TZVPD def2/J DEFGRID3
* xyz 4 2
Re 0.54613 0.74631 0.38753
C -1.33112 -1.02562 2.78076
C -0.23128 -0.14812 3.26619
C 0.01048 -0.04830 4.62679
C 1.01576 0.76086 5.11571
C 1.79126 1.49693 4.22293
C 1.52255 1.41188 2.87662
N 0.54074 0.60469 2.40823
Sb 2.85325 2.61757 1.66138
C 1.35388 3.60842 0.47003
C 1.35812 4.97576 0.35053
C 0.61048 5.55796 -0.67965
C -0.01631 4.73387 -1.58952
C 0.00983 3.34886 -1.43582
C -0.55550 2.48531 -2.52572
N 0.61907 2.80783 -0.35432
C 3.18843 1.14166 0.01936
C 4.51967 0.94250 -0.26674
C 4.87125 0.17419 -1.38712
C 3.87435 -0.36558 -2.16901
C 2.53165 -0.18071 -1.83610
C 1.45440 -0.74400 -2.70969
N 2.23614 0.55562 -0.75195
H -1.88934 -1.40429 3.63337
H -0.94521 -1.89026 2.24125
H -2.03011 -0.47796 2.14953
H -0.60739 -0.62428 5.30249
H 1.19938 0.82650 6.18213
H 2.58854 2.13445 4.58502
H 1.95010 5.58822 1.01859
H 0.58316 6.63427 -0.79725
H -0.51818 5.14824 -2.45489
H -0.19170 2.86335 -3.48221
H -1.64313 2.52991 -2.56777
H -0.24370 1.44589 -2.44458
H 5.28667 1.40204 0.34391
H 5.91392 0.02356 -1.63922
H 4.10970 -0.94562 -3.05280
H 1.48602 -0.23411 -3.67572
H 0.45385 -0.62907 -2.29673
H 1.64326 -1.79995 -2.90609
O -5.48373 -1.69267 -1.62884
C -5.40968 -0.35299 -1.24502
C -4.00143 -0.06191 -0.85043
C -3.61070 1.20983 -0.40335
C -2.30301 1.44133 -0.09629
N -1.35544 0.45127 -0.15566
C -1.74364 -0.81689 -0.51457
C -3.03567 -1.07563 -0.89725
C -0.69915 -1.82155 -0.36217
C -0.85017 -3.16615 -0.63537
C 0.18406 -4.05407 -0.34518
C 0.03220 -5.54438 -0.49414
O 0.03937 -6.00479 0.83841
C 1.36094 -3.53628 0.20016
C 1.46664 -2.18587 0.42420
N 0.45018 -1.33180 0.16261
H -6.37839 -1.92309 -1.90862
H -6.05822 -0.11205 -0.39063
H -5.68785 0.34409 -2.04862
H -4.32836 2.01687 -0.31270
H -1.95862 2.41399 0.22532
H -3.35394 -2.06176 -1.20338
H -1.77549 -3.54511 -1.04776
H 0.87591 -5.93556 -1.07297
H -0.88887 -5.78942 -1.02784
H 0.04974 -6.97045 0.85996
H 2.17964 -4.19326 0.46598
H 2.36468 -1.75048 0.84467
*
```

=====

No. 5
A structure of composition C30H30N6, computed with ωB97M-V with the def2-TZVPD basis set.

Values from the calculation:
lowest unoccupied orbital energy: -0.6369 eV
total energy: -1488.8052 Eh
HOMO level: -6.70 eV
Kohn-Sham gap: 6.060 eV

```
! RIJCOSX wB97M-V def2-TZVPD def2/J DEFGRID3
* xyz 0 1
N 0.16047 -1.29444 -4.55632
C -0.05432 0.04052 -4.73510
C -0.97444 0.76085 -3.96302
C -1.71800 0.03806 -3.04314
C -1.47950 -1.30228 -2.83155
C -0.49815 -1.92633 -3.57426
H 0.46527 0.50679 -5.55913
H -1.25117 1.80195 -4.04009
H -2.48243 0.57559 -2.50176
H -1.95724 -1.86120 -2.04050
H -0.25325 -2.97734 -3.53177
N -0.26218 2.01952 2.60653
C -1.08766 2.27084 1.57350
C -2.29329 1.60632 1.40687
C -2.62337 0.53194 2.24455
C -1.73707 0.18057 3.25052
C -0.54757 0.93500 3.39358
H -0.80565 3.14873 1.01120
H -2.92599 1.93851 0.59709
H -3.62312 0.15684 2.08267
H -1.92684 -0.60622 3.96561
H 0.15252 0.57000 4.13049
N -0.88228 -3.98230 3.44112
C 0.00738 -4.77280 2.87764
C 0.93630 -4.30311 1.97314
C 0.84069 -3.03824 1.46662
C -0.08674 -2.11229 2.05084
C -0.87378 -2.64703 3.07843
H 0.01087 -5.81995 3.14198
H 1.63769 -4.94300 1.45836
H 1.60453 -2.71722 0.77388
H -0.21418 -1.09865 1.70057
H -1.61096 -1.94662 3.44229
N 0.12470 -0.83312 0.66503
C 0.07973 -1.12128 -0.67926
C 0.16104 -0.16190 -1.70279
C 0.12581 1.14355 -1.36237
C 0.11765 1.54065 0.00031
C 0.16795 0.47081 0.96921
H -0.00243 -2.14046 -1.02701
H 0.21035 -0.55329 -2.70816
H 0.07827 1.87307 -2.15732
H 0.06383 2.59064 0.24731
H 0.19082 0.76376 2.00847
N -2.59819 2.61225 -0.98069
C -2.57627 3.57827 -0.04021
C -1.62555 4.57864 -0.14023
C -0.66343 4.49042 -1.16528
C -0.58348 3.35490 -2.01981
C -1.65321 2.49044 -1.93593
H -3.44849 3.62684 0.59482
H -1.70459 5.39861 0.55820
H 0.06873 5.28394 -1.13945
H 0.18644 3.33203 -2.77685
H -1.81672 1.58534 -2.50201
N 2.87822 -0.79071 -0.67517
C 4.21173 -0.91840 -0.80609
C 5.03635 -1.47748 0.18540
C 4.40965 -1.71649 1.43864
C 3.02947 -1.45915 1.57128
C 2.29657 -0.91249 0.53263
H 4.59050 -0.66359 -1.78487
H 6.10250 -1.60833 0.07316
H 5.07912 -1.93524 2.25740
H 2.53362 -1.58123 2.52293
H 1.28284 -0.57389 0.68785
*
```

=====

No. 6
A structure of composition C30H30N6O2PtS, computed with ωB97M-V with the def2-TZVPD basis set.

Values from the calculation:
lowest unoccupied orbital energy (spin up / spin down): 0.2694 / -0.4177 eV
total energy: -2157.6986 Eh
HOMO level (spin up / spin down): -6.68 / -8.04 eV
⟨S²⟩: 2.017
Kohn-Sham gap (spin up / spin down): 6.945 / 7.625 eV

```
! RIJCOSX wB97M-V def2-TZVPD def2/J DEFGRID3
* xyz 0 3
Pt -0.95056 -2.68192 -0.02428
O -3.33118 -4.66263 -2.78757
C -2.88767 -3.95017 -1.91682
N -1.86582 -4.23534 -1.03438
C -1.38168 -5.52026 -0.92958
O -1.83617 -6.52584 -1.42625
C -0.13788 -5.64288 -0.05965
C 0.56466 -6.83759 -0.05383
C 1.70498 -6.93225 0.72433
C 2.09952 -5.83648 1.47964
C 1.33394 -4.68558 1.42232
N 0.24196 -4.59608 0.66900
C -3.48964 -2.56442 -1.73220
C -4.56217 -2.19033 -2.52429
C -5.13436 -0.94603 -2.32061
C -4.62621 -0.12897 -1.32348
C -3.55033 -0.57941 -0.57792
N -2.98656 -1.76563 -0.78997
H 0.19963 -7.65383 -0.66024
H 2.28179 -7.84764 0.74248
H 2.98212 -5.86888 2.10294
H 1.59355 -3.80118 1.99267
H -4.91640 -2.88423 -3.27258
H -5.97066 -0.62097 -2.92578
H -5.04784 0.84497 -1.11756
H -3.13267 0.02624 0.21374
N 0.12198 -1.25195 0.63027
C 1.01699 -0.37880 0.52213
C 1.41442 0.42235 1.72375
C 1.23560 -0.11664 2.99456
C 1.54903 0.62263 4.12523
C 2.04643 1.91252 3.99797
C 2.22076 2.45948 2.73365
C 1.90516 1.71956 1.60430
C 1.68140 -0.12561 -0.79579
C 3.03590 0.18300 -0.87826
C 3.63383 0.39443 -2.11298
C 2.88182 0.30180 -3.27566
C 1.53047 -0.01178 -3.19908
C 0.93434 -0.22512 -1.96681
H 0.83568 -1.11863 3.08475
H 1.40799 0.19025 5.10743
H 2.29498 2.48951 4.87947
H 2.59849 3.46910 2.62840
H 2.02180 2.15400 0.61983
H 3.62915 0.24708 0.02592
H 4.69018 0.62481 -2.16597
H 3.34757 0.46835 -4.23844
H 0.93873 -0.08708 -4.10225
H -0.12057 -0.45859 -1.89664
C 1.34603 4.81098 -0.48114
N 0.20037 3.95905 -0.76209
C 0.23094 3.35799 -2.08241
C -0.57875 3.44676 0.22642
S -1.33323 1.96149 0.10926
N -0.65258 4.21716 1.35686
C -0.92731 5.64526 1.25001
C -1.15668 3.62471 2.58362
H 2.24125 4.34767 -0.90425
H 1.48412 4.91764 0.59114
H 1.23844 5.80260 -0.92772
H 0.41257 4.14209 -2.81965
H -0.71518 2.86771 -2.28888
H 1.02792 2.61117 -2.15491
H -0.79397 5.99075 0.22986
H -0.27257 6.22013 1.90814
H -1.96420 5.84071 1.54067
H -0.72372 2.63842 2.72760
H -2.24690 3.52912 2.56980
H -0.86299 4.27124 3.41174
*
```

=====

Looking at ΔE to the lowest compared entry with this formula, charge and spin for the records above, in order, we have 0.221, 0.000, 0.000, 0.000, 24.219, 0.023 eV.